Record 1
Here is C8H12CrN5O3 as an isolated structure from OMol25. Energies are from ωB97M-V/def2-TZVPD.

The geometry in ORCA input format:
```
! RIJCOSX wB97M-V def2-TZVPD def2/J DEFGRID3
* xyz 2 4
Cr 0.064 0.007 -0.108
N 1.992 0.839 -0.256
N 2.032 1.487 -1.512
C 1.075 1.109 -2.447
O 1.090 1.394 -3.589
O 0.064 0.396 -1.836
H 2.129 1.531 0.481
H 2.749 0.157 -0.181
H 2.927 1.816 -1.849
O -2.908 -1.296 -0.723
C -1.913 -0.861 -0.484
N 0.942 -2.594 1.738
C 0.627 -1.645 1.180
H 1.207 -3.452 2.204
C -1.661 2.007 4.733
C -1.356 2.000 3.280
C -1.562 2.960 2.299
C -1.094 2.429 1.108
N -0.613 1.181 1.335
N -0.785 0.951 2.668
C -1.087 3.053 -0.247
H -2.087 2.965 5.017
H -0.758 1.845 5.323
H -2.380 1.226 4.982
H -2.003 3.932 2.439
H -0.515 0.079 3.091
H -1.567 4.028 -0.202
H -1.630 2.452 -0.978
H -0.070 3.209 -0.615
*
```

## Properties
ΔE to the lowest compared entry with this formula, charge and spin: 0.000 eV
molar mass: 278.2 g/mol
<S²>: 3.78
total energy: -1855.43213 a.u.

For reference, the natural (NBO) charges in units of e are: 1.189 -0.631 -0.498 0.857 -0.461 -0.661 0.420 0.412 0.436 -0.289 0.581 -0.480 0.250 0.508 -0.671 0.283 -0.306 0.237 -0.421 -0.327 -0.679 0.270 0.257 0.260 0.274 0.425 0.279 0.247 0.241

Record 2
Here is C8H12Cu2F3NO4 as an isolated structure in a non-equilibrium geometry from OMol25. Energies are from ωB97M-V/def2-TZVPD.

The geometry in ORCA input format:
```
! RIJCOSX wB97M-V def2-TZVPD def2/J DEFGRID3
* xyz 0 1
Cu 10.032 8.137 21.200
Cu 9.472 5.367 20.539
O 11.404 6.448 20.711
H 12.136 7.030 20.913
O 8.182 6.898 21.598
H 7.722 7.512 22.163
N 10.547 4.225 18.304
C 10.520 3.219 19.264
C 9.206 2.896 19.449
C 8.410 3.766 18.671
C 9.257 4.577 17.981
H 11.356 4.530 17.798
H 11.456 2.799 19.583
H 8.721 2.138 20.045
H 7.346 3.696 18.520
H 9.141 5.254 17.151
C 11.934 5.470 25.675
C 11.528 4.966 24.296
O 10.693 3.826 24.500
C 9.974 3.444 23.475
O 10.090 3.895 22.377
C 8.989 2.303 23.812
F 8.709 1.550 22.761
F 9.513 1.507 24.767
F 7.859 2.861 24.278
H 11.044 5.812 26.204
H 12.652 6.282 25.592
H 12.367 4.628 26.214
H 12.440 4.683 23.763
H 11.041 5.713 23.670
*
```

## Properties
molar mass: 370.3 g/mol
total energy: -4248.23431 a.u.

For reference, the natural (NBO) charges in units of e are: 0.842 0.935 -1.344 0.447 -1.348 0.453 -0.510 -0.078 -0.322 -0.337 -0.097 0.423 0.226 0.240 0.239 0.223 -0.621 -0.085 -0.471 0.712 -0.577 0.905 -0.297 -0.311 -0.305 0.213 0.219 0.215 0.189 0.221

Record 3
Here is one molecule with the formula C8H12F5P in a non-equilibrium geometry from OMol25. Energies are from ωB97M-V/def2-TZVPD.

The geometry in ORCA input format:
```
! RIJCOSX wB97M-V def2-TZVPD def2/J DEFGRID3
* xyz 0 1
C 1.277 -1.826 -0.851
C 0.997 -1.202 0.295
C 2.029 -0.391 0.958
C 2.105 0.881 0.097
C -0.410 -1.440 0.894
C -1.498 -1.010 -0.127
F -2.475 -1.955 -0.398
F -1.011 -0.679 -1.372
C -2.289 0.245 0.329
F -2.889 -0.053 1.594
F -3.298 0.470 -0.529
C -1.544 1.497 0.489
F -0.567 1.403 1.478
P -0.934 2.010 -1.040
H 0.458 -2.271 -1.317
H 2.202 -1.665 -1.270
H 1.624 -0.135 1.872
H 3.056 -0.763 1.041
H 1.232 1.529 0.106
H 2.433 0.727 -0.987
H 2.854 1.450 0.667
H -0.532 -2.605 0.956
H -0.620 -0.965 1.748
H 0.017 1.400 -1.827
H -0.309 3.261 -0.890
H -1.908 2.086 -1.914
*
```

## Properties
ΔE to the lowest compared entry with this formula, charge and spin: 2.711 eV
molar mass: 234.1 g/mol
total energy: -1152.54018 a.u.
structure (SMILES): C=C(CC)CC(F)(F)C(F)(F)C(F)=[PH3]

For reference, the natural (NBO) charges in units of e are: -0.404 0.049 -0.454 -0.577 -0.503 0.650 -0.339 -0.353 0.562 -0.358 -0.317 -0.294 -0.369 0.806 0.198 0.193 0.215 0.223 0.187 0.206 0.210 0.256 0.242 -0.059 0.009 0.021

Record 4
Here is C8H12F6MgN4P as an isolated structure in a non-equilibrium geometry from OMol25. Energies are from ωB97M-V/def2-TZVPD.

The geometry in ORCA input format:
```
! RIJCOSX wB97M-V def2-TZVPD def2/J DEFGRID3
* xyz 1 1
Mg -1.470 -1.605 0.952
P 1.019 0.284 -0.770
F 0.067 0.122 -2.042
F 0.417 1.767 -0.472
F -0.204 -0.335 0.168
F 1.917 0.466 0.558
F 1.599 -1.206 -0.940
F 2.193 0.868 -1.703
C -3.721 1.113 -2.107
C -3.285 0.114 -1.111
N -2.907 -0.663 -0.356
H -4.285 0.664 -2.916
H -2.778 1.599 -2.373
H -4.313 1.885 -1.615
C -0.886 -3.511 -3.257
C -0.987 -3.118 -1.852
N -1.059 -2.834 -0.746
H -0.294 -2.723 -3.729
H -1.774 -3.665 -3.858
H -0.271 -4.414 -3.209
C 2.430 -1.275 3.134
C 1.183 -1.788 2.599
N 0.188 -2.185 2.185
H 3.179 -1.053 2.375
H 2.868 -2.044 3.772
H 2.229 -0.345 3.665
C 1.662 4.047 1.792
C 1.123 3.875 3.152
N 0.717 3.748 4.219
H 2.683 4.387 1.969
H 1.108 4.761 1.192
H 1.651 3.065 1.324
*
```

## Properties
molar mass: 333.5 g/mol
total energy: -1671.78095 a.u.

For reference, the natural (NBO) charges in units of e are: 1.831 2.609 -0.583 -0.582 -0.675 -0.590 -0.581 -0.564 -0.736 0.525 -0.607 0.283 0.295 0.285 -0.745 0.513 -0.586 0.290 0.285 0.283 -0.755 0.550 -0.624 0.305 0.283 0.293 -0.721 0.291 -0.352 0.257 0.257 0.266

Record 5
Here is a 3-piece molecular cluster, C8H12FO6 overall in a non-equilibrium geometry from OMol25. Energies are from ωB97M-V/def2-TZVPD.

The geometry in ORCA input format:
```
! RIJCOSX wB97M-V def2-TZVPD def2/J DEFGRID3
* xyz -1 1
F -1.918 0.171 -0.650
C -0.814 4.087 2.610
C -0.003 2.736 2.643
C -0.048 1.770 1.336
O 1.305 1.855 0.917
C 2.036 2.353 1.903
O 3.254 2.401 1.876
O 1.336 2.808 2.859
H -0.838 4.384 1.535
H -0.247 4.682 3.291
H -1.727 3.939 2.940
H -0.446 2.016 3.446
H -0.788 2.145 0.540
H -0.406 0.738 1.760
C -1.141 -2.857 -3.239
C 0.197 -2.252 -2.466
C 0.089 -2.050 -1.049
O 0.635 -3.260 -0.439
C 1.240 -3.839 -1.348
O 1.654 -5.025 -1.167
O 1.129 -3.313 -2.541
H -1.890 -2.091 -3.416
H -1.678 -3.575 -2.624
H -0.690 -3.606 -4.045
H 0.460 -1.277 -3.113
H -0.939 -2.119 -0.730
H 0.243 -0.826 -0.819
*
```

## Properties
ΔE to the lowest compared entry with this formula, charge and spin: 1.969 eV
molar mass: 223.2 g/mol
total energy: -863.29197 a.u.

For reference, the natural (NBO) charges in units of e are: -0.975 -0.621 0.079 -0.106 -0.482 0.971 -0.628 -0.481 0.215 0.215 0.207 0.164 0.251 0.210 -0.647 0.072 -0.200 -0.435 0.958 -0.678 -0.481 0.237 0.202 0.215 0.203 0.248 0.288

Record 6
Here is one molecule with the formula C8H12I2O3 in a non-equilibrium geometry from OMol25. Energies are from ωB97M-V/def2-TZVPD.

The geometry in ORCA input format:
```
! RIJCOSX wB97M-V def2-TZVPD def2/J DEFGRID3
* xyz 0 1
C 2.998 -1.826 0.172
C 3.124 -0.234 0.271
C 1.790 0.417 -0.390
C 2.149 1.668 -1.361
O 0.953 0.822 0.724
C -0.342 0.317 0.633
O -0.672 -0.833 0.318
O -1.398 1.224 1.004
C -2.596 0.421 1.132
I -2.935 -0.821 2.911
C -3.538 0.460 0.075
C -4.861 -0.411 0.120
I -3.106 1.729 -1.659
H 2.145 -2.235 0.803
H 2.799 -2.065 -0.935
H 3.956 -2.348 0.496
H 3.109 0.034 1.389
H 4.082 0.181 -0.173
H 1.347 -0.376 -1.066
H 3.244 1.953 -1.321
H 1.443 2.528 -1.083
H 1.876 1.374 -2.431
H -5.701 0.040 -0.519
H -5.292 -0.565 1.158
H -4.574 -1.455 -0.268
*
```

## Properties
ΔE to the lowest compared entry with this formula, charge and spin: 0.000 eV
molar mass: 410.0 g/mol
total energy: -1133.04066 a.u.
structure (SMILES): CC[C@H](C)OC(=O)O/C(I)=C(/C)I

For reference, the natural (NBO) charges in units of e are: -0.622 -0.421 0.086 -0.648 -0.508 0.992 -0.596 -0.530 0.112 0.168 -0.177 -0.681 0.155 0.225 0.200 0.214 0.220 0.209 0.211 0.219 0.232 0.218 0.238 0.244 0.239

Record 7
Here is C8H12MnN2O4 as an isolated structure in a non-equilibrium geometry from OMol25. Energies are from ωB97M-V/def2-TZVPD.

The geometry in ORCA input format:
```
! RIJCOSX wB97M-V def2-TZVPD def2/J DEFGRID3
* xyz 2 6
O -2.704 -2.669 -3.437
C -1.598 -2.312 -3.358
Mn 0.523 -1.133 -2.297
C 0.843 -0.245 -3.818
C 1.510 -2.610 -2.508
O 1.071 0.492 -4.736
O 2.219 -3.580 -2.479
C 0.396 -1.910 1.355
N 0.138 -0.516 1.604
C 0.073 -0.084 2.970
C -0.021 0.259 0.489
O 0.122 -0.306 -0.598
N -0.297 1.587 0.442
C -0.460 2.506 1.546
C -0.439 2.150 -0.858
H 0.526 -2.400 2.320
H 1.307 -2.048 0.742
H -0.445 -2.384 0.813
H 0.857 0.666 3.207
H -0.929 0.313 3.234
H 0.258 -0.967 3.586
H 0.290 3.327 1.456
H -1.468 2.978 1.487
H -0.345 2.020 2.499
H 0.482 1.991 -1.477
H -1.278 1.666 -1.423
H -0.632 3.207 -0.765
*
```

## Properties
molar mass: 255.1 g/mol
<S²>: 8.77
total energy: -1872.77641 a.u.

For reference, the natural (NBO) charges in units of e are: -0.331 0.437 1.368 0.364 0.363 -0.212 -0.212 -0.398 -0.390 -0.425 0.817 -0.844 -0.380 -0.422 -0.404 0.248 0.187 0.203 0.226 0.227 0.241 0.230 0.231 0.233 0.187 0.203 0.253

Record 8
Here is C8H12MnNS5Si as an isolated structure from OMol25. Energies are from ωB97M-V/def2-TZVPD.

The geometry in ORCA input format:
```
! RIJCOSX wB97M-V def2-TZVPD def2/J DEFGRID3
* xyz 1 2
Mn 0.235 -0.307 -0.194
S -0.766 -2.100 0.554
S 0.506 -3.354 1.373
S 2.318 -2.530 1.373
S 2.155 -0.683 0.701
C 0.519 3.304 -5.723
Si 1.578 2.004 -4.934
C 1.107 0.317 -5.533
C 3.377 2.332 -5.233
C 1.328 2.203 -3.052
C 1.647 3.445 -2.493
C 1.522 3.717 -1.136
C 1.088 2.707 -0.309
N 0.775 1.509 -0.814
C 0.876 1.264 -2.135
S 0.351 -0.416 -2.372
H 0.645 3.286 -6.809
H 0.783 4.307 -5.381
H -0.539 3.139 -5.507
H 1.276 0.296 -6.614
H 0.055 0.086 -5.359
H 1.714 -0.473 -5.088
H 3.591 2.287 -6.304
H 4.007 1.591 -4.737
H 3.677 3.322 -4.882
H 2.011 4.235 -3.142
H 1.765 4.687 -0.727
H 0.986 2.835 0.761
*
```

## Properties
ΔE to the lowest compared entry with this formula, charge and spin: 0.000 eV
molar mass: 365.5 g/mol
<S²>: 1.14
total energy: -3798.00420 a.u.

For reference, the natural (NBO) charges in units of e are: 0.547 -0.043 0.254 0.218 0.022 -1.119 1.634 -1.130 -1.118 -0.478 -0.079 -0.258 0.072 -0.555 0.110 -0.010 0.255 0.241 0.248 0.257 0.249 0.249 0.254 0.246 0.241 0.228 0.246 0.219

Record 9
Here is an isolated ion of composition C8H12N and charge +1 in a non-equilibrium geometry from OMol25. Energies are from ωB97M-V/def2-TZVPD.

The geometry in ORCA input format:
```
! RIJCOSX wB97M-V def2-TZVPD def2/J DEFGRID3
* xyz 1 1
C 0.015 1.529 -1.832
C -0.574 0.264 -1.382
C -1.731 -0.389 -1.688
C -1.599 -1.551 -0.921
C -0.734 -2.024 -0.105
N 0.122 -0.678 -0.413
C 0.548 -0.025 0.880
C 1.465 -1.078 1.602
C -0.613 0.519 1.640
H 0.449 2.076 -1.017
H -0.924 2.073 -2.207
H 0.889 1.695 -2.561
H -2.462 -0.123 -2.381
H 1.038 -1.153 -0.815
H 1.213 0.778 0.487
H 0.911 -1.840 2.136
H 2.135 -1.502 0.743
H 2.318 -0.594 2.208
H -1.209 -0.370 1.785
H -0.990 1.376 1.216
H -0.266 1.017 2.626
*
```

## Properties
ΔE to the lowest compared entry with this formula, charge and spin: 5.202 eV
molar mass: 122.2 g/mol
total energy: -366.26366 a.u.
structure (SMILES): CC1=CC#C[N@@H+]1C(C)C

For reference, the natural (NBO) charges in units of e are: -0.709 0.222 -0.287 0.259 -0.054 -0.402 -0.022 -0.621 -0.659 0.250 0.275 0.287 0.286 0.500 0.222 0.254 0.199 0.262 0.242 0.232 0.267

Record 10
Here is C8H12N as an isolated structure in a non-equilibrium geometry from OMol25. Energies are from ωB97M-V/def2-TZVPD.

The geometry in ORCA input format:
```
! RIJCOSX wB97M-V def2-TZVPD def2/J DEFGRID3
* xyz 1 1
C 0.552 1.114 1.893
C 0.770 0.625 0.789
C 2.345 0.877 -1.053
C 1.807 0.126 -0.052
C -1.520 -0.691 -0.420
C -2.442 0.253 0.466
C -1.151 0.558 -1.020
C 2.323 -1.327 0.199
N -2.267 1.104 -0.686
H 0.157 1.300 2.884
H 3.132 0.776 -1.686
H 1.832 1.850 -1.190
H -0.866 -1.425 -0.005
H -2.254 -1.234 -1.021
H -3.447 0.026 0.754
H -1.970 0.547 1.349
H -0.306 0.970 -1.492
H 2.621 -1.782 1.186
H 3.197 -1.231 -0.367
H 1.661 -2.026 -0.234
H -2.846 1.860 -1.017
*
```

## Properties
ΔE to the lowest compared entry with this formula, charge and spin: 3.609 eV
molar mass: 122.2 g/mol
total energy: -366.32220 a.u.

For reference, the natural (NBO) charges in units of e are: -0.103 -0.147 -0.348 -0.081 -0.449 -0.186 0.313 -0.629 -0.425 0.258 0.222 0.186 0.254 0.275 0.226 0.236 0.263 0.245 0.229 0.214 0.449

Record 11
Here is an isolated ion of composition C8H12N and charge +1 in a non-equilibrium geometry from OMol25. Energies are from ωB97M-V/def2-TZVPD.

The geometry in ORCA input format:
```
! RIJCOSX wB97M-V def2-TZVPD def2/J DEFGRID3
* xyz 1 1
C 2.181 0.790 -0.427
C 1.055 0.369 0.171
C 0.974 -0.010 1.615
C -0.092 -0.809 1.770
C -0.530 -1.535 3.035
C -0.987 -0.776 0.663
C -0.265 -0.098 -0.344
N -0.918 0.388 -1.642
C -0.380 1.108 -2.953
H 2.355 0.739 -1.560
H 3.004 1.233 0.157
H 1.761 0.293 2.346
H 0.069 -1.299 3.865
H -0.609 -2.566 2.925
H -1.582 -1.268 3.120
H -2.039 -1.032 0.638
H -1.543 1.140 -1.463
H -1.382 -0.497 -2.114
H -1.298 1.303 -3.567
H 0.225 0.419 -3.564
H 0.004 2.108 -2.672
*
```

## Properties
ΔE to the lowest compared entry with this formula, charge and spin: 0.782 eV
molar mass: 122.2 g/mol
total energy: -366.42608 a.u.
structure (SMILES): C=C1C=C(C)C=C1[NH2+]C

For reference, the natural (NBO) charges in units of e are: -0.245 -0.124 -0.185 -0.027 -0.618 -0.161 0.072 -0.543 -0.412 0.213 0.235 0.246 0.234 0.231 0.218 0.245 0.433 0.456 0.237 0.246 0.247

Record 12
Here is one molecule with the formula C8H12N2 in a non-equilibrium geometry from OMol25. Energies are from ωB97M-V/def2-TZVPD.

The geometry in ORCA input format:
```
! RIJCOSX wB97M-V def2-TZVPD def2/J DEFGRID3
* xyz 0 1
H -0.133 -1.309 3.051
N -0.213 -1.272 2.065
C 0.397 -0.482 1.279
C 1.370 0.336 2.027
N 2.271 0.668 2.684
C 0.332 -0.406 -0.210
C -0.643 -1.482 -0.746
C 1.702 -0.842 -0.858
C 0.227 1.191 -0.600
C -1.100 1.768 -0.655
C -2.307 1.566 -0.142
H -0.417 -2.459 -0.449
H -0.721 -1.336 -1.884
H -1.589 -1.273 -0.270
H 2.399 -0.359 -0.285
H 1.715 -0.513 -1.793
H 1.726 -1.921 -0.733
H 0.734 1.166 -1.482
H 0.802 1.652 0.087
H -1.073 2.453 -1.403
H -3.229 2.069 -0.299
H -2.249 0.785 0.617
*
```

## Properties
ΔE to the lowest compared entry with this formula, charge and spin: 3.901 eV
molar mass: 136.2 g/mol
total energy: -421.41684 a.u.
structure (SMILES): [H]/N=C(\C#N)C(C)(C)CC=C

For reference, the natural (NBO) charges in units of e are: 0.376 -0.577 0.210 0.192 -0.294 -0.064 -0.607 -0.570 -0.408 -0.170 -0.385 0.225 0.213 0.222 0.206 0.201 0.214 0.213 0.225 0.182 0.215 0.180

> What is the total energy in the seventh record?

-1872.77641 a.u.

> What is the formula in the eighth record?

C8H12MnNS5Si